#1
Formula: C3H9NO
Source: OMol25
Level of theory: ωB97M-V/def2-TZVPD

As for the multiplicity: 1. As for the SMILES: C/C=C/N.O. Its HOMO-LUMO gap is 9.0 eV.

Each atom is followed by the atoms it is bonded to, with distances in Å.
Atoms and positions in Å:
1 C -1.135 0.791 1.330  C2 1.455, H5 1.104, H6 1.073, H7 1.099
2 C -1.268 -0.305 0.382  C1 1.455, C3 1.380, H8 1.196
3 C -1.025 -1.634 0.662  C2 1.380, N4 1.422, H9 1.091
4 N -1.203 -2.688 -0.277  C3 1.422, H10 0.998, H11 0.968
5 H -0.080 0.896 1.640  C1 1.104
6 H -1.839 0.769 2.140  C1 1.073
7 H -1.291 1.675 0.694  C1 1.099
8 H -1.881 -0.167 -0.636  C2 1.196
9 H -0.862 -2.107 1.631  C3 1.091
10 H -0.398 -3.273 -0.212  N4 0.998
11 H -1.127 -2.232 -1.128  N4 0.968
12 H 4.211 3.415 -2.434  O14 0.954
13 H 4.024 1.969 -2.079  O14 1.003
14 O 3.874 2.891 -1.712  H12 0.954, H13 1.003

natural (NBO) population analysis, charges in e, atoms 1 to 5: C -0.6559; C -0.2823; C -0.0048; N -0.7955; H 0.2204

=====

#2
Formula: C3H9NO
Source: OMol25
Level of theory: ωB97M-V/def2-TZVPD

As for the multiplicity: 1. As for the SMILES: C=N.CCO. Its HOMO-LUMO gap is 10.7 eV.

Each atom is followed by the atoms it is bonded to, with distances in Å.
Atoms and positions in Å:
1 C 2.650 -1.283 -0.060  N2 1.268, H3 1.089, H4 1.097
2 N 2.572 -0.145 0.495  C1 1.268, H5 1.020
3 H 1.970 -2.079 0.240  C1 1.089
4 H 3.364 -1.529 -0.856  C1 1.097
5 H 3.486 0.287 0.619  N2 1.020
6 H 0.489 0.883 -0.495  O8 0.959
7 C -1.161 0.146 0.167  O8 1.430, C9 1.514, H10 1.089, H11 1.093
8 O -0.235 0.395 -0.894  H6 0.959, C7 1.430
9 C -2.504 0.786 -0.114  C7 1.514, H12 1.091, H13 1.095, H14 1.090
10 H -1.264 -0.925 0.333  C7 1.089
11 H -0.767 0.627 1.066  C7 1.093
12 H -2.987 0.414 -1.019  C9 1.091
13 H -3.194 0.553 0.703  C9 1.095
14 H -2.420 1.870 -0.186  C9 1.090

natural (NBO) population analysis, charges in e, atoms 1 to 5: C 0.0074; N -0.6598; H 0.1606; H 0.1428; H 0.3510

=====

#3
Formula: C3H9NO
Source: OMol25
Level of theory: ωB97M-V/def2-TZVPD

As for the multiplicity: 1. As for the SMILES: C/C=C/N.O. Its HOMO-LUMO gap is 8.5 eV.

Each atom is followed by the atoms it is bonded to, with distances in Å.
Atoms and positions in Å:
1 C -2.464 0.407 -0.253  C2 1.497, H5 1.097, H6 1.083, H7 1.091
2 C -0.977 0.251 -0.303  C1 1.497, C3 1.345, H8 1.093
3 C -0.137 0.921 0.506  C2 1.345, N4 1.393, H9 1.094
4 N 1.253 0.883 0.427  C3 1.393, H10 1.010, H11 1.017
5 H -2.938 -0.054 0.623  C1 1.097
6 H -2.692 1.464 -0.207  C1 1.083
7 H -3.005 -0.076 -1.068  C1 1.091
8 H -0.484 -0.369 -1.057  C2 1.093
9 H -0.443 1.503 1.381  C3 1.094
10 H 1.805 0.622 1.232  N4 1.010
11 H 1.583 0.236 -0.284  N4 1.017
12 H 2.102 -1.954 -0.658  O14 0.971
13 H 3.526 -2.267 -0.133  O14 0.962
14 O 2.870 -1.567 -0.206  H12 0.971, H13 0.962

natural (NBO) population analysis, charges in e, atoms 1 to 5: C -0.6404; C -0.3022; C 0.0160; N -0.8154; H 0.2076

=====

#4
Formula: C3H9NO
Source: OMol25
Level of theory: ωB97M-V/def2-TZVPD

As for the multiplicity: 1. As for the SMILES: NCCCO. Its HOMO-LUMO gap is 10.3 eV.

Each atom is followed by the atoms it is bonded to, with distances in Å.
Atoms and positions in Å:
1 C -1.141 0.187 -0.376  C2 1.508, N5 1.482, H6 1.124, H7 1.089
2 C 0.274 0.642 -0.628  C1 1.508, C3 1.615, H8 1.137, H9 1.081
3 C 1.366 -0.232 0.179  C2 1.615, O4 1.402, H10 1.074, H11 1.221
4 O 1.576 -1.560 -0.217  C3 1.402, H12 1.059
5 N -1.619 0.540 0.982  C1 1.482, H13 0.964, H14 0.946
6 H -1.113 -0.936 -0.326  C1 1.124
7 H -1.646 0.439 -1.308  C1 1.089
8 H 0.440 1.606 -0.047  C2 1.137
9 H 0.566 0.863 -1.646  C2 1.081
10 H 1.118 -0.298 1.222  C3 1.074
11 H 2.513 0.164 0.043  C3 1.221
12 H 0.710 -1.955 -0.682  O4 1.059
13 H -0.886 0.736 1.575  N5 0.964
14 H -2.159 -0.195 1.231  N5 0.946

natural (NBO) population analysis, charges in e, atoms 1 to 5: C -0.2271; C -0.4439; C -0.0506; O -0.7319; N -0.8200

=====

Out of the structures above, which one is the least stable? Solution: #4.